Entry 1:
This record from OMol25 describes C2H11N5 as an isolated structure. The level of theory is ωB97M-V/def2-TZVPD.

Last column: Mulliken charge in e.
Element x y z (Å)
C (0.743, 0.612, 0.164)  0.312
C (2.038, 0.417, 0.928)  -1.406
N (-1.135, -0.492, -0.754)  0.052
N (-0.102, -0.542, 0.292)  -0.600
N (-2.071, -1.533, -0.479)  -0.652
N (-0.490, -0.746, -1.998)  -0.573
N (-0.160, 1.585, 0.965)  -0.632
H (-0.665, 0.266, 1.172)  0.479
H (0.895, 0.945, -0.866)  0.416
H (-1.212, -0.690, -2.709)  0.274
H (-2.697, -1.198, 0.247)  0.265
H (-1.562, -2.337, -0.095)  0.279
H (-0.105, -1.696, -1.997)  0.234
H (-0.868, 1.977, 0.350)  0.255
H (0.319, 2.364, 1.413)  0.233
H (2.595, -0.407, 0.482)  0.337
H (2.642, 1.326, 0.920)  0.373
H (1.834, 0.148, 1.966)  0.353

Calculated values
M: 105.14 g/mol
Highest occupied orbital energy: -0.2866 Eh
LUMO: 1.09 eV
Relative energy (zero: lowest compared OMol25 entry of this formula, charge and spin): 103.7 kcal/mol
DFT total energy: -9698.91588 eV

=====

Entry 2:
This record from OMol25 describes C3H4EuLiO4 as an isolated structure. The level of theory is ωB97M-V/def2-TZVPD.

Last column: Mulliken spin population.
Element x y z (Å)
O (0.649, 1.857, 0.906)  -0.009
O (-1.238, 0.290, 0.170)  -0.016
C (-1.103, -0.707, -0.801)  -0.004
C (0.396, -1.033, -0.874)  0.002
O (1.077, 0.153, -0.479)  0.001
C (0.708, 0.543, 0.791)  -0.010
H (-1.658, -1.621, -0.524)  -0.001
H (-1.464, -0.399, -1.798)  0.000
H (0.733, -1.317, -1.878)  0.001
H (0.633, -1.823, -0.145)  -0.001
O (1.072, -0.143, 1.787)  -0.003
Eu (-1.309, 2.610, -0.007)  7.041
Li (1.504, 1.589, 2.852)  0.000

Calculated values
Spin multiplicity: 8
M: 262.97 g/mol
Total charge: +1
Highest occupied orbital energy (spin up / spin down): -0.4551 / -0.4580 Eh
LUMO (spin up / spin down): -4.72 / -4.63 eV
Relative energy (zero: lowest compared OMol25 entry of this formula, charge and spin): 0.0 kcal/mol
DFT total energy: -30894.79984 eV

=====

Entry 3:
This record from OMol25 describes the molecule C12H22O4Si2. The level of theory is ωB97M-V/def2-TZVPD.

Last column: Mulliken charge in e.
Element x y z (Å)
O (2.251, 2.145, 0.077)  -0.689
O (-1.846, 1.654, -0.001)  -0.337
O (0.947, 1.017, 2.322)  -0.543
O (-1.645, 0.410, -3.015)  -0.455
C (1.029, 1.876, -0.004)  0.681
C (-1.081, 1.318, 1.062)  -0.797
C (0.261, 2.060, -1.174)  -0.568
C (0.339, 1.375, 1.151)  0.696
C (-1.086, 1.858, -1.126)  0.478
C (-1.904, 1.630, -2.433)  -0.877
C (4.014, 1.110, 2.500)  -1.106
C (2.294, -1.032, 0.906)  -0.650
C (2.340, -0.838, 4.148)  -1.134
C (-0.659, -1.501, -0.982)  -0.901
C (-3.645, -0.608, -1.006)  -1.108
C (-2.398, -2.229, -3.475)  -1.157
Si (2.342, 0.103, 2.450)  0.598
Si (-2.047, -0.983, -2.152)  0.501
H (-1.600, 0.942, 1.938)  0.495
H (0.828, 2.040, -2.038)  0.530
H (-1.800, 2.443, -3.083)  0.568
H (-2.949, 1.602, -2.107)  0.310
H (4.261, 1.499, 3.459)  0.341
H (3.806, 1.896, 1.800)  0.298
H (4.725, 0.461, 2.068)  0.356
H (3.263, -1.064, 0.436)  0.404
H (1.560, -0.516, 0.240)  -0.250
H (1.942, -1.998, 1.033)  0.424
H (2.984, -1.758, 4.134)  0.320
H (1.294, -1.120, 4.405)  0.275
H (2.631, -0.157, 4.932)  0.329
H (0.175, -1.182, -1.533)  0.294
H (-0.522, -2.579, -0.940)  0.557
H (-0.920, -1.047, -0.035)  0.159
H (-3.447, 0.080, -0.164)  0.276
H (-4.131, 0.020, -1.691)  0.371
H (-4.422, -1.392, -0.778)  0.355
H (-3.089, -1.984, -4.274)  0.310
H (-1.454, -2.328, -3.949)  0.312
H (-2.640, -3.221, -3.102)  0.335

Calculated values
M: 286.48 g/mol
Highest occupied orbital energy: -0.3316 Eh
LUMO: 0.16 eV
Relative energy (zero: lowest compared OMol25 entry of this formula, charge and spin): 34.1 kcal/mol
DFT total energy: -36747.13757 eV
Structure (SMILES): C[Si](C)(C)OCc1cc(=O)c(O[Si](C)(C)C)co1

=====

Copy entry 3 word for word.
This record from OMol25 describes the molecule C12H22O4Si2. The level of theory is ωB97M-V/def2-TZVPD.

Last column: Mulliken charge in e.
Element x y z (Å)
O (2.251, 2.145, 0.077)  -0.689
O (-1.846, 1.654, -0.001)  -0.337
O (0.947, 1.017, 2.322)  -0.543
O (-1.645, 0.410, -3.015)  -0.455
C (1.029, 1.876, -0.004)  0.681
C (-1.081, 1.318, 1.062)  -0.797
C (0.261, 2.060, -1.174)  -0.568
C (0.339, 1.375, 1.151)  0.696
C (-1.086, 1.858, -1.126)  0.478
C (-1.904, 1.630, -2.433)  -0.877
C (4.014, 1.110, 2.500)  -1.106
C (2.294, -1.032, 0.906)  -0.650
C (2.340, -0.838, 4.148)  -1.134
C (-0.659, -1.501, -0.982)  -0.901
C (-3.645, -0.608, -1.006)  -1.108
C (-2.398, -2.229, -3.475)  -1.157
Si (2.342, 0.103, 2.450)  0.598
Si (-2.047, -0.983, -2.152)  0.501
H (-1.600, 0.942, 1.938)  0.495
H (0.828, 2.040, -2.038)  0.530
H (-1.800, 2.443, -3.083)  0.568
H (-2.949, 1.602, -2.107)  0.310
H (4.261, 1.499, 3.459)  0.341
H (3.806, 1.896, 1.800)  0.298
H (4.725, 0.461, 2.068)  0.356
H (3.263, -1.064, 0.436)  0.404
H (1.560, -0.516, 0.240)  -0.250
H (1.942, -1.998, 1.033)  0.424
H (2.984, -1.758, 4.134)  0.320
H (1.294, -1.120, 4.405)  0.275
H (2.631, -0.157, 4.932)  0.329
H (0.175, -1.182, -1.533)  0.294
H (-0.522, -2.579, -0.940)  0.557
H (-0.920, -1.047, -0.035)  0.159
H (-3.447, 0.080, -0.164)  0.276
H (-4.131, 0.020, -1.691)  0.371
H (-4.422, -1.392, -0.778)  0.355
H (-3.089, -1.984, -4.274)  0.310
H (-1.454, -2.328, -3.949)  0.312
H (-2.640, -3.221, -3.102)  0.335

Calculated values
M: 286.48 g/mol
Highest occupied orbital energy: -0.3316 Eh
LUMO: 0.16 eV
Relative energy (zero: lowest compared OMol25 entry of this formula, charge and spin): 34.1 kcal/mol
DFT total energy: -36747.13757 eV
Structure (SMILES): C[Si](C)(C)OCc1cc(=O)c(O[Si](C)(C)C)co1

=====

- Which of these has the lowest relative energy (zero: lowest compared OMol25 entry of this formula, charge and spin)?
  C3H4EuLiO4

=====

- Among the records above, which one has the lowest relative energy (zero: lowest compared OMol25 entry of this formula, charge and spin)?
  C3H4EuLiO4

=====

- The highest relative energy (zero: lowest compared OMol25 entry of this formula, charge and spin) belongs to which entry?
  C2H11N5